# 1
Entry from the OMol25 dataset: a molecular structure, C28H20F3N2OS3SbZr (ωB97M-V/def2-TZVPD).

XYZ file:
```
59
C28H20F3N2OS3SbZr, DFT ωB97M-V/def2-TZVPD
Zr 0.135 0.071 0.611
S -1.110 -0.510 2.599
C 0.026 0.106 3.804
C 0.042 -0.477 5.068
C 0.916 -0.013 6.040
C 0.937 -0.644 7.328
N 0.943 -1.151 8.357
C 1.782 1.055 5.751
C 1.761 1.641 4.493
C 0.890 1.167 3.517
S 0.946 1.912 1.906
C 2.709 1.534 6.736
N 3.474 1.903 7.508
H -0.627 -1.295 5.298
H 2.428 2.465 4.277
F -1.436 -4.620 -1.740
C -1.804 -3.346 -1.644
C -1.782 -2.737 -0.402
C -2.170 -1.398 -0.332
C -2.532 -0.672 -1.471
C -2.581 -1.337 -2.692
C -2.235 -2.680 -2.782
Sb -2.519 1.455 -1.224
C -2.863 1.927 -3.264
C -4.196 1.934 -3.679
C -4.522 2.197 -4.999
C -3.496 2.470 -5.887
F -3.797 2.727 -7.157
C -2.168 2.492 -5.502
C -1.856 2.217 -4.180
C -0.314 1.312 -1.490
C 0.518 2.354 -1.049
C 1.903 2.295 -1.197
C 2.460 1.171 -1.785
F 3.775 1.074 -1.877
C 1.677 0.127 -2.267
C 0.297 0.207 -2.126
H -1.539 -3.316 0.480
H -2.368 -0.970 0.650
H -2.873 -0.803 -3.590
H -2.282 -3.215 -3.721
H -5.001 1.733 -2.980
H -5.546 2.204 -5.343
H -1.405 2.725 -6.232
H -0.815 2.238 -3.882
H 0.086 3.228 -0.576
H 2.548 3.093 -0.851
H 2.152 -0.714 -2.756
H -0.311 -0.592 -2.529
C 3.604 -2.966 0.574
S 3.183 -1.369 1.232
C 3.044 -1.755 2.965
O 1.688 -1.198 0.779
H 2.887 -3.713 0.909
H 4.606 -3.195 0.942
H 3.630 -2.891 -0.511
H 4.044 -2.026 3.309
H 2.344 -2.577 3.106
H 2.714 -0.853 3.478
```

Results
LUMO energy	-0.2803	Ha
charge	+2
orbital gap	0.242	Eh

# 2
Entry from the OMol25 dataset: a molecular structure, C15H19AuNSb2Se4 (ωB97M-V/def2-TZVPD).

XYZ file:
```
42
C15H19AuNSb2Se4, DFT ωB97M-V/def2-TZVPD
Au 0.914 0.357 0.994
N -1.240 0.300 0.929
C -1.692 1.676 1.117
C -2.521 1.982 2.178
C -2.898 3.303 2.382
C -2.441 4.289 1.521
C -1.612 3.955 0.458
C -1.216 2.641 0.234
C -0.335 2.280 -0.917
C -0.546 2.897 -2.151
C 0.243 2.599 -3.251
C 1.255 1.657 -3.138
C 1.479 1.020 -1.925
C 0.694 1.331 -0.823
H -1.660 -0.320 1.617
H -1.487 -0.046 0.003
H -2.879 1.201 2.840
H -3.545 3.555 3.211
H -2.724 5.321 1.679
H -1.241 4.732 -0.199
H -1.354 3.612 -2.250
H 0.058 3.093 -4.196
H 1.871 1.413 -3.994
H 2.259 0.276 -1.841
Se 3.249 0.931 0.888
Sb 3.687 -0.805 2.645
Se 3.888 -3.075 2.108
Se 5.073 0.322 4.347
Se 1.219 -0.395 3.366
C -1.007 -3.322 -1.759
Sb 0.637 -2.768 -0.509
C 1.958 -4.266 -1.237
C -0.087 -3.839 1.204
H -1.170 -4.398 -1.688
H -0.798 -3.058 -2.796
H -1.916 -2.806 -1.445
H 1.509 -5.246 -1.081
H 2.912 -4.206 -0.717
H 2.126 -4.111 -2.302
H -0.077 -4.912 1.013
H -1.118 -3.541 1.410
H 0.534 -3.631 2.076
```

Results
LUMO energy (spin up / spin down)	-0.1598 / -0.2347	Ha
charge	+1
spin multiplicity	3
orbital gap (spin up / spin down)	0.248 / 0.171	Eh

| no. | total energy (eV) |
| --- | --- |
| 1 | -82849.239 |
| 2 | -295498.736 |